[1]
The following is a DFT calculation (ωB97M-V/def2-TZVPD) of a single C4H3NO2 molecule.

## Properties
energy relative to the best compared isomer or geometry (same formula, charge and spin): 91.0 kcal/mol

XYZ file:
```
10
Properties=species:S:1:pos:R:3:mulliken_charge:R:1
O 2.1126 -1.0848 1.2118 -0.35
C 1.9657 -0.2340 0.3979 0.17
C 0.2580 -0.3216 -0.3266 0.65
N 1.2205 -0.4732 -1.0401 -0.37
O -1.5312 0.5493 -1.7557 -0.54
C -1.8007 0.4342 -0.5689 -0.06
C -0.8228 -0.0273 0.3904 -0.61
H 2.3434 0.7859 0.4256 0.38
H -2.8111 0.6105 -0.1768 0.34
H -0.9344 -0.2390 1.4423 0.39
```

***

[2]
The following is a DFT calculation (ωB97M-V/def2-TZVPD) of 2 unconnected molecules or ions with the total composition C4H3NO2.

## Properties
energy relative to the best compared isomer or geometry (same formula, charge and spin): 79.7 kcal/mol
SMILES: N=C=C=C=O.C=O

XYZ file:
```
10
Properties=species:S:1:pos:R:3:mulliken_charge:R:1
N 0.2180 -0.0943 2.2732 -0.47
C -0.2921 0.4623 1.3605 0.93
C -0.9439 0.8342 0.3990 -0.94
C -1.4998 1.5748 -0.4892 0.64
O -1.9773 2.1707 -1.3760 -0.44
H 1.0373 0.0645 2.7500 0.28
C 0.8765 -1.2464 -1.2315 -0.13
O 1.4719 -0.3353 -0.7482 -0.37
H 0.4714 -2.0877 -0.6557 0.25
H 0.6381 -1.3426 -2.2819 0.26
```

***

[3]
The following is a DFT calculation (ωB97M-V/def2-TZVPD) of a single C4H3NO2 molecule.

## Properties
energy relative to the best compared isomer or geometry (same formula, charge and spin): 25.5 kcal/mol
SMILES: O=Cc1ncco1

XYZ file:
```
10
Properties=species:S:1:pos:R:3:mulliken_charge:R:1
O -2.8325 0.2670 0.0487 -0.45
C -1.8625 0.4892 -0.6333 -0.03
C -0.4947 0.0578 -0.2708 0.54
N 0.5495 0.0153 -1.0384 -0.52
C 1.5834 -0.3039 -0.1811 -0.29
C 1.0893 -0.4169 1.0766 -0.08
O -0.2455 -0.2054 1.0267 -0.25
H -1.9016 1.0823 -1.5620 0.33
H 2.6042 -0.4047 -0.5217 0.37
H 1.5104 -0.5807 2.0554 0.39
```

***

[4]
The following is a DFT calculation (ωB97M-V/def2-TZVPD) of 2 unconnected molecules or ions with the total composition C4H3NO2S.

## Properties
energy relative to the best compared isomer or geometry (same formula, charge and spin): 98.6 kcal/mol

XYZ file:
```
11
Properties=species:S:1:pos:R:3:mulliken_charge:R:1
C 2.0462 -1.0988 -0.9643 0.60
C -1.5330 -0.1315 0.8993 -0.70
C -0.5706 0.6417 0.3916 0.41
C 0.5202 0.9348 1.1461 0.52
N 1.4091 -1.0977 0.0240 -0.72
O 2.6088 -0.9613 -2.0176 -0.60
O 1.4427 1.2574 1.7053 -0.10
S -0.5329 1.0808 -1.4238 -0.08
H -2.2331 -0.4792 0.1830 0.17
H -1.5502 -0.5366 1.8401 0.36
H -1.6072 0.3905 -1.7836 0.16
```

***

[5]
The following is a DFT calculation (ωB97M-V/def2-TZVPD) of 2 unconnected molecules or ions with the total composition C4H3NO2S.

## Properties
energy relative to the best compared isomer or geometry (same formula, charge and spin): 20.5 kcal/mol
SMILES: c1cscn1.O=C=O

XYZ file:
```
11
Properties=species:S:1:pos:R:3:mulliken_charge:R:1
C -1.6838 0.4738 0.3169 -0.56
C -1.4941 -0.8316 0.6318 -0.13
S -0.1942 -1.4860 -0.2950 -0.14
C 0.0326 0.1156 -0.9860 0.14
N -0.8535 0.9694 -0.6305 -0.52
H -2.4315 1.1120 0.7501 0.38
H -2.0144 -1.4453 1.3389 0.41
H 0.6523 0.2238 -1.8568 0.40
O 3.6995 -0.1723 0.4110 -0.36
C 2.6696 0.3080 0.2551 0.71
O 1.6173 0.7327 0.0645 -0.33
```

***

[6]
The following is a DFT calculation (ωB97M-V/def2-TZVPD) of a single C4H3NO3 molecule.

## Properties
energy relative to the best compared isomer or geometry (same formula, charge and spin): 90.4 kcal/mol
SMILES: O=c1cncc(O)o1

XYZ file:
```
11
Properties=species:S:1:pos:R:3:mulliken_charge:R:1
O -1.5032 0.8047 1.9609 -0.56
C -0.6537 0.4285 1.1340 0.42
C 0.2070 -0.6670 1.3706 0.09
N 0.9453 -1.1856 0.5310 -0.47
C 0.8972 -0.7829 -0.8253 -0.22
C 0.0562 0.2825 -0.8693 0.48
O -0.1712 0.8540 -2.0942 -0.52
O -0.2560 1.1760 0.1318 -0.25
H 0.4324 -0.7916 2.4188 0.37
H 1.1708 -1.4664 -1.8845 0.26
H -1.1248 1.3477 -1.8737 0.41
```

***

> Which of these has the lowest energy relative to the best compared isomer or geometry (same formula, charge and spin)?

number 5

***

> The lowest energy relative to the best compared isomer or geometry (same formula, charge and spin) belongs to which entry?

number 5